[1]
Formula: C3H6O2
Source: OMol25
Level of theory: wB97M-V/def2-TZVPD

Geometry as XYZ:
```
11
Properties=species:S:1:pos:R:3:forces:R:3
C 0.05700 0.62814 0.15595 2.5 -1.8 -1.5
C 0.72579 -0.83149 0.29001 -2.8 -0.3 0.1
C -0.64887 0.00658 -1.08251 1.7 0.0 -0.1
H -0.24702 1.09867 2.06811 -2.0 -0.2 -3.3
H 0.87180 1.37277 -0.09534 -1.1 -0.4 0.2
H 1.77295 -1.05814 0.20507 0.5 0.4 -0.1
H 0.30654 -1.30790 1.23235 0.5 0.2 -1.1
H -0.33380 0.54398 -2.01503 -0.6 -0.7 0.5
H -1.69997 -0.14582 -0.97257 -0.8 0.4 -0.1
O -0.79792 1.01027 1.15600 1.4 0.5 3.9
O -0.00650 -1.31706 -0.94205 0.7 1.8 1.4
```
Forces are in eV/Å.

Output
Relative energy (zero: lowest compared OMol25 entry of this formula, charge and spin) = 60.7 kcal per mole
Gap between HOMO and LUMO = 10.389 eV
SMILES = OC1COC1

[2]
Formula: C3H6O2
Source: OMol25
Level of theory: wB97M-V/def2-TZVPD

Geometry as XYZ:
```
11
Properties=species:S:1:pos:R:3:forces:R:3
O 1.51527 -0.86014 0.52603 0.2 0.1 -0.2
C 0.22314 -0.32750 0.55150 -0.3 0.0 0.3
C -0.03502 1.10951 0.09118 0.2 0.4 -0.3
O -1.20522 0.69684 -0.63626 0.0 0.0 0.1
C -0.82158 -0.68402 -0.51998 0.0 -0.4 0.0
H 2.04131 -0.40375 -0.14323 -0.2 -0.1 0.0
H -0.16282 -0.52416 1.55318 0.0 0.1 0.0
H -0.22511 1.85906 0.86347 -0.1 0.0 -0.1
H 0.69643 1.51214 -0.63784 0.1 -0.2 0.4
H -1.69258 -1.28047 -0.23004 0.3 -0.1 -0.1
H -0.33383 -1.09752 -1.41802 -0.3 0.2 0.0
```
Forces are in eV/Å.

Output
Relative energy (zero: lowest compared OMol25 entry of this formula, charge and spin) = 46.8 kcal per mole
Gap between HOMO and LUMO = 10.812 eV

[3]
Formula: C3H6O2
Source: OMol25
Level of theory: wB97M-V/def2-TZVPD

Geometry as XYZ:
```
11
Properties=species:S:1:pos:R:3:forces:R:3
C 1.23195 -0.40305 -0.02531 0.0 -0.1 0.0
C -0.00713 0.44670 0.30575 0.0 -0.3 0.2
O -0.19382 1.45869 -0.64601 0.6 0.3 0.3
C -1.30288 -0.36560 0.24761 -0.1 0.1 -0.3
O -1.97101 -0.31125 -0.76307 0.0 -0.4 0.6
H 2.11732 0.24283 -0.02821 -0.2 -0.1 0.0
H 1.40073 -1.20886 0.69832 -0.1 0.1 -0.1
H 1.12920 -0.83605 -1.02561 0.0 0.0 0.1
H 0.11491 0.84862 1.32459 -0.2 0.2 -0.3
H -0.86725 1.06122 -1.21421 -0.2 0.3 -0.5
H -1.65204 -0.93324 1.12615 0.2 -0.2 -0.1
```
Forces are in eV/Å.

Output
Relative energy (zero: lowest compared OMol25 entry of this formula, charge and spin) = 25.4 kcal per mole
Gap between HOMO and LUMO = 11.037 eV
SMILES = C[C@@H](O)C=O

[4]
Formula: C3H6O2
Source: OMol25
Level of theory: wB97M-V/def2-TZVPD

Geometry as XYZ:
```
11
Properties=species:S:1:pos:R:3:forces:R:3
O -0.26734 -1.24944 0.20882 0.0 -0.1 0.1
C 0.15949 -0.64636 -1.02540 0.1 0.0 -0.4
C -0.05575 0.75946 -0.45954 0.0 0.1 0.0
C -0.47869 0.02249 0.82505 -0.3 0.2 0.0
O 0.28896 0.19614 1.96468 0.2 -0.1 0.0
H 1.17969 -0.12060 1.75531 -0.1 0.1 0.1
H -0.49246 -0.92383 -1.85999 0.1 0.0 0.1
H 1.19358 -0.91772 -1.26895 -0.2 0.0 0.0
H -0.84636 1.33842 -0.94042 0.1 -0.1 0.1
H 0.83620 1.37889 -0.34262 -0.1 -0.1 0.0
H -1.51731 0.16255 1.14304 0.1 0.0 -0.1
```
Forces are in eV/Å.

Output
Relative energy (zero: lowest compared OMol25 entry of this formula, charge and spin) = 35.8 kcal per mole
Gap between HOMO and LUMO = 11.124 eV
SMILES = O[C@H]1CCO1

[5]
Formula: C3H6O2
Source: OMol25
Level of theory: wB97M-V/def2-TZVPD

Geometry as XYZ:
```
11
Properties=species:S:1:pos:R:3:forces:R:3
O -1.64028 1.28416 0.24158 -0.3 0.3 -0.5
C -1.46616 0.05850 0.64440 0.3 0.0 0.7
C -0.52563 -0.62291 -0.27578 0.0 -0.2 0.7
C 0.52535 0.06846 -0.81424 1.8 -0.3 0.4
O 2.61608 -0.65132 0.00620 -0.1 -0.2 -0.7
H -2.38724 -0.56800 0.46671 -0.1 0.0 -0.1
H -1.21204 -0.07610 1.71241 -0.1 -0.3 0.0
H -0.62658 -1.67912 -0.47233 -0.3 -0.1 -0.2
H 0.73792 1.09767 -0.59023 -0.3 0.2 -0.2
H 1.30924 -0.50094 -1.29915 -0.4 0.3 -0.6
H 3.35740 -0.67191 0.62996 -0.6 0.2 0.5
```
Forces are in eV/Å.

Output
Relative energy (zero: lowest compared OMol25 entry of this formula, charge and spin) = 209.5 kcal per mole
Gap between HOMO and LUMO = 4.596 eV

[6]
Formula: C3H6O2
Source: OMol25
Level of theory: wB97M-V/def2-TZVPD

Geometry as XYZ:
```
11
Properties=species:S:1:pos:R:3:forces:R:3
O -1.67877 -0.49913 -0.30683 0.0 -0.1 -0.1
C -0.99527 0.70590 -0.05624 0.1 0.3 0.2
C 0.43553 0.43108 0.34711 -0.1 -0.1 0.0
C 1.56889 -1.49552 -0.44723 0.6 0.9 -0.2
O 0.96962 -0.37269 -0.74233 0.0 -0.5 -0.1
H -1.21627 -0.96684 -1.01654 -0.1 0.1 0.1
H -1.01706 1.38102 -0.92140 -0.1 -0.1 0.1
H -1.49845 1.18167 0.78738 -0.1 0.1 -0.1
H 1.04740 1.31798 0.54471 -0.1 -0.1 -0.3
H 0.43867 -0.24436 1.19527 0.0 0.2 0.4
H 1.91004 -1.32030 0.61295 -0.2 -0.7 0.0
```
Forces are in eV/Å.

Output
Relative energy (zero: lowest compared OMol25 entry of this formula, charge and spin) = 98.4 kcal per mole
Gap between HOMO and LUMO = 9.398 eV

[7]
Formula: C3H6O2
Source: OMol25
Level of theory: wB97M-V/def2-TZVPD

Geometry as XYZ:
```
11
Properties=species:S:1:pos:R:3:forces:R:3
C -0.64376 0.51246 -0.52181 1.6 -1.7 2.1
C 0.23416 1.22454 0.53547 -0.8 -2.8 -0.4
C 0.92020 0.19949 -0.40620 -3.6 -0.3 1.4
H -1.73698 -0.37354 0.94880 1.3 -1.0 -2.9
H -1.19312 0.98076 -1.33111 0.3 0.0 0.1
H 0.28252 2.27312 0.45270 0.6 1.0 -0.1
H 0.12396 0.76157 1.55004 0.1 0.8 -0.9
H 1.66167 0.48423 -1.11464 0.3 0.0 -0.5
H 0.17522 -1.65918 -0.00414 2.0 2.1 0.4
O -1.30868 -0.68297 0.04350 -2.1 2.8 1.5
O 1.01158 -1.07777 0.18820 0.3 -0.9 -0.7
```
Forces are in eV/Å.

Output
Relative energy (zero: lowest compared OMol25 entry of this formula, charge and spin) = 67.8 kcal per mole
Gap between HOMO and LUMO = 10.382 eV
SMILES = O[C@@H]1C[C@@H]1O

[8]
Formula: C3H6O2
Source: OMol25
Level of theory: wB97M-V/def2-TZVPD

Geometry as XYZ:
```
11
Properties=species:S:1:pos:R:3:forces:R:3
O -1.55669 0.63604 -0.52963 0.0 0.3 0.0
C -0.96607 -0.32376 0.32637 0.1 -0.3 0.2
C 0.45744 -0.69374 -0.10871 0.0 -0.1 0.0
C 1.30761 0.55104 -0.20858 0.1 0.1 0.3
O 1.61625 1.21044 0.75715 -0.1 -0.2 -0.4
H -1.28117 1.51180 -0.22992 -0.1 -0.1 -0.1
H -1.59822 -1.21549 0.28137 0.1 0.1 0.1
H -0.94531 0.03333 1.36503 0.0 -0.1 -0.2
H 0.44646 -1.21320 -1.07170 -0.1 0.1 0.1
H 0.89772 -1.35627 0.64676 0.0 0.1 -0.1
H 1.62197 0.85982 -1.22815 0.0 0.0 0.2
```
Forces are in eV/Å.

Output
Relative energy (zero: lowest compared OMol25 entry of this formula, charge and spin) = 27.1 kcal per mole
Gap between HOMO and LUMO = 10.850 eV
SMILES = O=CCCO

[9]
Formula: C3H6O2
Source: OMol25
Level of theory: wB97M-V/def2-TZVPD

Geometry as XYZ:
```
11
Properties=species:S:1:pos:R:3:forces:R:3
O 1.13706 -1.04833 -1.04769 0.1 0.4 0.2
C 1.34248 0.02902 -0.54996 0.0 -0.3 -0.1
C 0.26467 0.97951 -0.12184 0.2 0.1 -0.1
C -0.69654 0.55839 0.91217 -0.1 -0.1 0.3
O -1.06085 0.62928 -0.44854 -0.1 0.0 -0.1
H -0.90662 -2.11478 -0.55860 -0.1 -0.1 0.0
H 2.37517 0.38581 -0.35422 -0.1 0.0 0.0
H 0.51189 2.03971 -0.20317 0.0 -0.2 0.0
H -1.33284 -2.61178 -0.20236 0.0 0.0 0.0
H -1.13225 1.31732 1.56182 0.1 -0.1 -0.1
H -0.62762 -0.44837 1.32296 0.0 0.1 -0.1
```
Forces are in eV/Å.

Output
Relative energy (zero: lowest compared OMol25 entry of this formula, charge and spin) = 74.4 kcal per mole
Gap between HOMO and LUMO = 10.946 eV
SMILES = O=C[C@@H]1CO1.[H][H]

[10]
Formula: C3H6O2S
Source: OMol25
Level of theory: wB97M-V/def2-TZVPD

Geometry as XYZ:
```
12
Properties=species:S:1:pos:R:3:forces:R:3
O 2.83855 0.99108 1.18969 0.8 -0.8 -0.9
C 2.25666 0.34020 0.34551 -2.8 -0.1 2.1
O 2.86915 -0.39168 -0.69447 0.0 4.9 0.7
C 0.75145 0.43660 0.35242 0.4 -0.9 1.9
C -0.09999 -0.33581 -0.30676 -0.6 0.8 -0.7
S -3.34970 -0.37901 -0.24754 -0.2 0.0 0.0
H 3.00233 0.66714 -0.87479 1.3 -3.2 -1.9
H 0.42712 0.90440 1.29884 0.1 0.3 -0.8
H -5.85976 -0.58635 -0.66526 0.3 0.1 -0.1
H -1.21620 -0.29098 -0.15755 1.1 -0.2 0.1
H 0.29032 -0.87728 -1.14597 0.0 -0.6 -0.3
H -6.46899 -0.86762 -0.35856 -0.4 -0.1 0.1
```
Forces are in eV/Å.

Output
Relative energy (zero: lowest compared OMol25 entry of this formula, charge and spin) = 57.2 kcal per mole
Gap between HOMO and LUMO (alpha / beta) = 6.262 / 5.828 eV
Multiplicity = 2
⟨S²⟩ = 0.754
Total charge = -1

[11]
Formula: C3H6O2S
Source: OMol25
Level of theory: wB97M-V/def2-TZVPD

Geometry as XYZ:
```
12
Properties=species:S:1:pos:R:3:forces:R:3
C -0.30410 1.85381 0.06360 -1.0 0.1 -0.8
C 0.78754 -0.27215 -0.23262 3.5 1.3 -0.6
C 0.06760 -1.50728 -0.20533 -1.5 -2.2 -0.1
H -0.84693 1.71085 -0.90359 0.2 -0.2 0.7
H 0.50540 2.52425 -0.14625 0.3 0.9 0.0
H -1.01960 2.23542 0.82043 0.6 0.0 -0.5
H 1.87145 -0.53465 0.07426 -1.4 0.4 0.0
H 0.95647 -0.01151 -1.27887 -0.4 0.4 -0.2
H -1.51253 -2.75955 0.99831 0.2 -0.1 -0.1
O 0.25091 0.69009 0.58292 0.1 -0.4 1.3
O 0.14624 -2.32206 -1.09033 -0.3 0.0 0.7
S -0.90245 -1.60722 1.31747 -0.2 -0.3 -0.4
```
Forces are in eV/Å.

Output
Relative energy (zero: lowest compared OMol25 entry of this formula, charge and spin) = 37.1 kcal per mole
Gap between HOMO and LUMO = 10.377 eV
SMILES = COCC(=O)S

[12]
Formula: C3H6O2S
Source: OMol25
Level of theory: wB97M-V/def2-TZVPD

Geometry as XYZ:
```
12
Properties=species:S:1:pos:R:3:forces:R:3
C -3.35416 -0.40313 -0.12530 -0.1 2.0 -0.3
C -3.33333 0.80015 -0.03970 0.2 -2.0 -0.2
C 1.73257 0.56598 -0.05528 -0.6 5.5 -0.8
O -0.25726 -1.74366 -0.67933 1.5 -1.3 -1.3
O 0.34941 0.47922 0.05010 -1.4 0.1 0.7
S -0.15617 -0.89555 0.71935 0.3 -0.6 -0.5
H -3.31888 -1.39275 -0.45926 -0.1 -0.9 0.2
H 0.63843 -2.01641 -1.10799 -2.1 0.7 1.5
H -3.09558 1.81421 -0.08236 -0.1 1.0 0.3
H 2.14742 0.87371 0.90333 0.2 0.3 0.0
H 1.78316 1.45876 -0.85575 0.9 -2.1 1.7
H 2.18352 -0.30467 -0.31007 1.4 -2.6 -1.4
```
Forces are in eV/Å.

Output
Relative energy (zero: lowest compared OMol25 entry of this formula, charge and spin) = 114.9 kcal per mole
Gap between HOMO and LUMO = 9.072 eV
SMILES = COSO.C#C